1:
{"formula": "C3H8O2", "method": "ωB97M-V with the def2-TZVPD basis set", "symbols": ["C", "C", "C", "O", "H", "H", "H", "H", "H", "H", "O", "H", "H"], "positions_angstrom": [[-1.689, 1.499, 0.675], [-0.674, 1.608, -0.424], [0.656, 1.435, -0.251], [1.657, 1.530, -1.189], [-1.471, 1.942, 1.602], [-2.628, 1.879, 0.339], [-1.803, 0.415, 0.835], [-1.152, 1.969, -1.270], [1.024, 1.039, 0.629], [1.586, 2.315, -1.754], [0.126, -5.007, 0.926], [0.951, -4.648, 0.444], [-0.525, -4.347, 1.281]], "lumo_ev": 0.69, "homo_lumo_gap_ha": 0.3502, "smiles": "C/C=C/O.O", "homo_energy_ev": -8.838}

2:
{"formula": "C3H8O2", "method": "ωB97M-V with the def2-TZVPD basis set", "symbols": ["C", "C", "O", "O", "H", "H", "H", "H", "C", "H", "H", "H", "H"], "positions_angstrom": [[0.783, 1.661, 1.046], [-0.294, 1.124, 1.529], [-0.474, 1.122, 2.899], [-1.248, 0.493, 0.804], [1.509, 2.079, 1.695], [0.779, 1.758, -0.049], [-1.390, 1.446, 3.027], [-0.976, 0.528, -0.076], [-0.584, -0.936, -1.916], [-0.689, -1.940, -2.337], [-1.566, -0.553, -1.463], [-0.323, -0.255, -2.717], [0.096, -0.871, -1.124]], "lumo_ev": 0.75, "homo_lumo_gap_ha": 0.3569, "smiles": "C=C(O)O.C", "homo_energy_ev": -8.965}

Most stable pick: 2. Distance to second place: 8.0 kcal/mol.

1:
{"formula": "C3H8O2", "method": "ωB97M-V with the def2-TZVPD basis set", "symbols": ["C", "C", "O", "C", "O", "H", "H", "H", "H", "H", "H", "H", "H"], "positions_angstrom": [[1.205, -0.408, 0.935], [0.117, 0.434, 0.313], [0.680, 1.557, -0.325], [-0.640, -0.413, -0.676], [-1.635, 0.362, -1.334], [1.905, -0.722, 0.154], [0.767, -1.303, 1.395], [1.749, 0.150, 1.697], [-0.614, 0.758, 1.078], [-0.036, 1.943, -0.853], [-0.027, -0.953, -1.402], [-1.224, -1.174, -0.096], [-2.248, -0.229, -0.885]], "lumo_ev": 0.77, "homo_lumo_gap_ha": 0.4020, "smiles": "C[C@@H](O)CO", "homo_energy_ev": -10.168}

2:
{"formula": "C3H8O2", "method": "ωB97M-V with the def2-TZVPD basis set", "symbols": ["C", "C", "O", "H", "H", "H", "H", "C", "O", "H", "H", "H", "H"], "positions_angstrom": [[-2.001, 0.824, -0.202], [-1.280, -0.271, 0.518], [-1.426, -1.408, 0.159], [-2.234, 1.687, 0.425], [-1.523, 1.234, -1.091], [-2.945, 0.382, -0.528], [-0.583, -0.021, 1.324], [2.190, -0.665, 0.076], [1.614, 0.628, -0.222], [2.705, -1.066, -0.793], [1.409, -1.298, 0.502], [2.915, -0.525, 0.878], [1.160, 0.500, -1.047]], "lumo_ev": 0.90, "homo_lumo_gap_ha": 0.3986, "smiles": "CC=O.CO", "homo_energy_ev": -9.941}

3:
{"formula": "C3H8O2", "method": "ωB97M-V with the def2-TZVPD basis set", "symbols": ["O", "C", "C", "O", "H", "H", "H", "H", "C", "H", "H", "H", "H"], "positions_angstrom": [[0.123, -1.423, -1.128], [-0.036, -1.080, 0.036], [1.130, -0.274, 0.615], [1.473, 0.548, -0.494], [-0.818, -1.517, 0.673], [0.926, 0.333, 1.505], [1.953, -0.968, 0.793], [1.239, -0.104, -1.216], [-1.209, 0.805, -0.126], [-1.263, 1.828, -0.454], [-1.539, 0.768, 0.926], [-1.933, 0.229, -0.723], [-0.047, 0.854, -0.407]], "lumo_ev": 0.91, "homo_lumo_gap_ha": 0.4074, "smiles": "O=CCO.C", "homo_energy_ev": -10.175}

Most stable pick: 1. Distance to second place: 2.8 kcal/mol.